# 1
{
  "formula": "C2BrF3O",
  "method": "wB97M-V/def2-TZVPD",
  "elements": ["C", "C", "O", "F", "F", "F", "Br"],
  "xyz": [[-0.693, -0.154, -1.178], [0.640, 0.094, 1.060], [0.279, -0.046, -0.200], [-1.839, 0.486, -0.949], [-0.203, 0.187, -2.362], [-0.301, 0.313, 1.974], [2.116, -0.879, 1.654]],
  "forces_ev_per_a": [[-0.02, -0.57, 1.15], [-0.59, 0.72, -0.39], [0.14, 0.22, -1.10], [0.62, 0.10, 0.13], [0.02, 0.12, 0.55], [-0.10, -0.35, -0.36], [-0.07, -0.25, 0.01]],
  "nbo_charge": [0.8538, 0.5266, -0.5348, -0.3160, -0.3068, -0.3083, 0.0855],
  "orbital_gap_ev": [9.452, 7.938],
  "e_homo_ev": [-9.54, -8.46]
}

=====

# 2
{
  "formula": "CClIS",
  "method": "wB97M-V/def2-TZVPD",
  "elements": ["C", "S", "Cl", "I"],
  "xyz": [[0.664, -0.592, 0.147], [0.722, 0.557, -0.880], [-1.696, 1.187, -0.663], [-0.551, -1.490, 1.832]],
  "forces_ev_per_a": [[-0.21, 0.11, 1.02], [-2.27, -1.67, 1.90], [0.92, 0.34, -0.49], [1.56, 1.22, -2.43]],
  "nbo_charge": [-0.4171, 0.6317, -0.5449, 0.3302],
  "orbital_gap_ev": [6.721, 6.718],
  "e_homo_ev": [-9.24, -9.24]
}

=====

# 3
{
  "formula": "C6H8Cl3F2NO22PdS2",
  "method": "wB97M-V/def2-TZVPD",
  "elements": ["Pd", "Cl", "O", "O", "O", "O", "Cl", "O", "O", "O", "O", "Cl", "O", "O", "O", "O", "N", "S", "O", "O", "F", "S", "O", "O", "F", "C", "C", "O", "C", "O", "O", "H", "H", "H", "H", "C", "C", "O", "C", "O", "O", "H", "H", "H", "H"],
  "xyz": [[-0.133, 0.951, -0.403], [-2.870, 3.466, -1.422], [-2.215, 4.031, -2.573], [-4.241, 3.148, -1.759], [-2.218, 2.209, -1.069], [-2.858, 4.400, -0.326], [0.677, 1.568, 2.679], [1.902, 1.411, 1.929], [-0.433, 1.765, 1.725], [0.380, 0.360, 3.416], [0.812, 2.713, 3.528], [-1.137, -0.292, -3.878], [-2.032, 0.817, -3.996], [-1.764, -1.529, -4.266], [0.036, -0.040, -4.692], [-0.662, -0.426, -2.489], [1.183, 2.273, -1.337], [1.378, 3.863, -1.190], [1.300, 4.534, -2.437], [2.334, 4.262, -0.213], [0.021, 4.133, -0.433], [2.456, 1.933, -2.347], [3.772, 2.216, -1.876], [2.213, 2.105, -3.727], [2.353, 0.350, -2.186], [2.246, -3.962, 0.952], [2.719, -3.927, -0.524], [2.339, -2.618, -0.919], [1.557, -2.028, -0.003], [1.006, -1.002, -0.137], [1.416, -2.840, 1.069], [3.141, -3.870, 1.571], [1.749, -4.889, 1.231], [2.355, -4.694, -1.204], [3.808, -3.974, -0.539], [-3.108, -1.630, 3.357], [-1.681, -2.226, 3.315], [-1.234, -1.926, 2.007], [-2.013, -0.991, 1.464], [-1.797, -0.430, 0.452], [-3.100, -0.754, 2.227], [-3.115, -0.984, 4.230], [-3.871, -2.394, 3.256], [-1.684, -3.301, 3.505], [-0.990, -1.782, 4.032]],
  "forces_ev_per_a": [[-2.00, -0.05, -0.60], [-0.74, 0.57, -1.23], [0.07, -0.06, 0.44], [0.19, -0.06, 0.24], [0.78, -0.63, 0.75], [0.25, -0.29, 0.21], [1.38, -0.02, -0.45], [-0.49, -0.34, 0.07], [0.04, 0.13, -0.43], [-0.07, 0.18, 0.31], [-0.68, -0.33, 0.18], [1.29, 1.20, -0.64], [-0.26, -0.40, 0.22], [-0.13, -0.17, 0.19], [-0.46, -0.48, 0.09], [-0.17, -0.03, 0.82], [2.47, 0.63, -1.44], [-2.12, 2.00, 2.40], [0.33, 0.00, -0.16], [0.44, -0.16, -0.35], [0.19, -0.19, -0.45], [0.29, -3.54, -1.05], [-0.33, 0.62, 0.70], [-0.46, 0.72, -0.22], [-0.11, 0.31, 0.38], [0.95, -0.72, -0.68], [0.60, 0.30, 0.74], [0.07, 0.18, -0.61], [0.11, -1.55, -0.13], [-0.15, 1.11, 0.20], [-0.28, 0.19, 0.53], [-0.24, 0.24, 0.30], [-0.37, 0.19, -0.03], [-0.52, 0.18, 0.04], [0.00, -0.01, -0.18], [1.79, 0.64, -0.04], [-0.20, -0.31, 0.39], [0.24, -0.51, -0.10], [-0.42, -0.07, 1.19], [0.27, 0.66, -1.35], [-0.24, -0.33, -0.11], [-0.92, -0.26, 0.19], [-0.32, 0.22, 0.18], [0.05, -0.05, -0.39], [-0.12, 0.29, -0.09]],
  "mulliken_spin": [1.6422, 0.0006, -0.0004, 0.0141, 0.0392, -0.0005, 0.0068, -0.0001, 0.0610, 0.0009, 0.0066, -0.0004, -0.0014, 0.0095, 0.0008, 0.0397, 0.0848, 0.0008, 0.0137, 0.0026, 0.0000, -0.0007, 0.0065, 0.0066, 0.0012, 0.0001, 0.0000, 0.0000, 0.0047, 0.0112, -0.0002, 0.0000, 0.0000, -0.0001, 0.0000, 0.0003, -0.0001, 0.0010, 0.0135, 0.0328, 0.0021, 0.0001, 0.0000, 0.0000, 0.0000],
  "total_charge": -2,
  "orbital_gap_ev": [7.321, 6.732],
  "e_homo_ev": [-3.82, -3.81],
  "multiplicity": 3
}

=====

# 4
{
  "formula": "CH4O2",
  "method": "wB97M-V/def2-TZVPD",
  "elements": ["C", "O", "H", "H", "O", "H", "H"],
  "xyz": [[0.000, 0.000, 0.000], [0.566, 1.106, 0.195], [-0.033, -0.817, 0.759], [-0.402, -0.238, -1.013], [4.216, 0.801, 0.063], [3.797, 0.123, -0.514], [5.182, 0.687, -0.082]],
  "forces_ev_per_a": [[2.11, 3.11, 0.02], [-2.07, -3.84, -0.40], [-0.05, 0.60, -0.15], [-0.02, 0.12, 0.52], [0.60, -0.84, -0.73], [0.47, 0.76, 0.61], [-1.05, 0.09, 0.12]],
  "nbo_charge": [0.2455, -0.4883, 0.1244, 0.1183, -0.9344, 0.4674, 0.4672],
  "orbital_gap_ev": 10.814,
  "e_homo_ev": -10.32
}

=====

# 5
{
  "formula": "C5H9NO",
  "method": "wB97M-V/def2-TZVPD",
  "elements": ["C", "C", "C", "C", "O", "C", "N", "H", "H", "H", "H", "H", "H", "H", "H", "H"],
  "xyz": [[0.740, 1.147, 0.662], [0.277, -0.112, -0.026], [1.366, -1.011, -0.568], [-0.872, -0.803, 0.587], [-1.959, 0.033, 0.664], [-1.896, 0.810, -0.819], [-0.823, 0.776, -1.427], [1.129, 1.792, -0.125], [1.542, 0.991, 1.399], [-0.113, 1.629, 1.144], [2.332, -0.925, -0.048], [1.073, -2.069, -0.586], [1.504, -0.673, -1.592], [-1.078, -1.777, 0.109], [-0.308, -1.012, 1.525], [-2.913, 1.203, -0.899]],
  "forces_ev_per_a": [[-0.07, 0.12, -0.20], [-0.57, 0.85, -1.56], [-0.15, 0.21, -0.43], [0.77, -0.25, 0.21], [-0.11, 0.88, -1.79], [0.90, -1.39, 2.01], [-0.02, -0.96, 1.94], [0.07, 0.21, 0.18], [-0.23, -0.25, -0.21], [0.19, 0.04, -0.07], [-0.44, 0.19, -0.03], [-0.05, 0.32, -0.02], [0.30, -0.19, -0.23], [-0.02, 0.32, 0.01], [-1.15, -0.06, 0.50], [0.57, -0.03, -0.31]],
  "nbo_charge": [-0.6864, 0.3051, -0.6878, -0.1462, -0.5977, 0.2829, -0.4724, 0.2407, 0.2195, 0.2385, 0.2262, 0.2226, 0.2564, 0.1732, 0.2154, 0.2100],
  "orbital_gap_ev": 10.547,
  "e_homo_ev": -9.67
}

=====

Number 1: largest force on an atom 1.29 eV Å⁻¹. Number 2: largest force on an atom 3.39 eV Å⁻¹. Number 3: largest force on an atom 3.78 eV Å⁻¹. Number 4: largest force on an atom 4.38 eV Å⁻¹. Number 5: largest force on an atom 2.60 eV Å⁻¹.